[1]
{
  "formula": "C14H38InO9S3",
  "method": "ωB97M-V/def2-TZVPD",
  "elements": ["C", "C", "C", "C", "C", "In", "H", "H", "H", "H", "H", "H", "H", "H", "H", "H", "H", "H", "H", "H", "O", "S", "O", "O", "C", "C", "C", "H", "H", "H", "H", "H", "H", "H", "H", "O", "S", "O", "O", "C", "C", "C", "H", "H", "H", "H", "H", "H", "H", "H", "O", "S", "O", "O", "C", "C", "C", "H", "H", "H", "H", "H", "H", "H", "H"],
  "coordinates": [[-3.72673, -1.66955, 1.13330], [-4.80615, -1.75763, 0.04633], [-4.27053, -1.72061, -1.39665], [-2.94858, -2.48258, -1.65564], [-1.74410, -1.59668, -2.05906], [-0.13958, -1.42698, -0.51629], [-2.81277, -1.20113, 0.76391], [-4.06914, -1.06992, 1.98051], [-3.44747, -2.64903, 1.52477], [-5.40520, -2.66431, 0.18107], [-5.49750, -0.91837, 0.17525], [-5.04917, -2.14327, -2.04253], [-4.16160, -0.67776, -1.71280], [-3.14135, -3.19709, -2.46518], [-2.71406, -3.09985, -0.78150], [-1.31518, -1.98572, -2.98642], [-2.12158, -0.58611, -2.25347], [1.46935, -1.18713, -1.22977], [-0.59196, -0.09658, 0.54642], [-0.20639, -2.92357, 0.45596], [-0.06897, 1.97764, 2.49954], [0.50091, 1.29729, 3.61834], [-0.32569, 0.96935, 4.74560], [1.76373, 2.13292, 4.14421], [1.54526, 3.53846, 4.39043], [0.76736, 3.80651, 5.66100], [1.34068, -0.12400, 3.04096], [1.05446, 3.97161, 3.51748], [2.55210, 3.94887, 4.45189], [-0.25259, 3.43468, 5.58761], [0.73856, 4.88363, 5.83763], [1.24488, 3.32172, 6.51288], [1.97109, 0.16155, 2.20508], [0.55294, -0.79883, 2.70492], [1.92423, -0.55897, 3.84621], [4.34080, -0.80521, 3.00823], [5.71712, -1.12539, 3.23657], [6.71255, -0.12081, 3.01124], [6.06585, -2.43397, 2.41867], [5.68638, -2.44804, 1.00564], [6.58467, -1.58922, 0.14867], [5.92702, -1.79263, 4.84981], [4.64045, -2.15221, 0.92856], [5.76183, -3.49964, 0.73965], [6.47674, -0.53321, 0.38839], [6.30899, -1.73781, -0.89604], [7.63037, -1.86716, 0.28312], [5.17958, -2.56461, 5.00895], [5.78197, -0.96501, 5.54092], [6.93545, -2.18864, 4.93292], [-2.78828, 3.71740, -6.66331], [-3.08747, 2.31777, -6.77310], [-4.40770, 1.93944, -7.18397], [-2.68573, 1.58698, -5.44219], [-3.19039, 2.10229, -4.17696], [-4.65018, 1.78086, -3.95246], [-1.91127, 1.52755, -7.81597], [-3.00099, 3.17469, -4.13046], [-2.57722, 1.60859, -3.42823], [-5.29422, 2.30100, -4.66011], [-4.91674, 2.08631, -2.93972], [-4.82292, 0.70926, -4.04928], [-0.91346, 1.81058, -7.49335], [-2.10956, 1.87903, -8.82603], [-2.05931, 0.45331, -7.74651]],
  "charge": -1,
  "e_homo_ha": -0.163,
  "orbital_gap_ev": 6.485,
  "spin_multiplicity": 1,
  "energy_ha": -2617.978578
}



[2]
{
  "formula": "C25H32N3",
  "method": "ωB97M-V/def2-TZVPD",
  "elements": ["C", "C", "C", "C", "N", "C", "C", "C", "C", "N", "C", "C", "C", "C", "C", "C", "C", "C", "C", "C", "N", "C", "C", "C", "C", "C", "C", "C", "H", "H", "H", "H", "H", "H", "H", "H", "H", "H", "H", "H", "H", "H", "H", "H", "H", "H", "H", "H", "H", "H", "H", "H", "H", "H", "H", "H", "H", "H", "H", "H"],
  "coordinates": [[-1.54185, -0.72478, -5.09310], [-2.09878, -0.80835, -3.65893], [-1.15831, -1.00976, -2.47509], [-1.79586, -0.85259, -1.05089], [-0.71015, -0.66630, 0.05731], [-0.38637, -1.51380, 1.41169], [-1.48505, -1.22553, 2.40805], [-2.74616, -1.73900, 2.24743], [-3.19280, -2.89862, 1.44924], [-3.64407, -0.98622, 2.96827], [-5.09312, -1.01456, 2.74104], [-2.96918, 0.06666, 3.59054], [-3.47133, 1.24592, 4.13445], [-2.52762, 2.18880, 4.59765], [-1.14915, 1.93584, 4.49075], [-0.66079, 0.77842, 3.87689], [-1.56785, -0.12014, 3.32799], [1.02545, -1.16709, 1.96347], [1.88829, -1.90964, 2.80221], [1.72079, -3.24509, 3.40414], [2.99686, -1.14659, 3.07938], [4.08650, -1.54738, 3.94319], [2.94866, 0.04705, 2.37680], [3.75842, 1.17604, 2.52583], [3.30548, 2.36255, 1.92499], [2.09086, 2.40053, 1.23453], [1.28350, 1.28121, 1.11093], [1.70120, 0.07198, 1.67021], [-2.38021, -0.75748, -5.80713], [-1.00624, 0.21835, -5.26629], [-0.87036, -1.54904, -5.37054], [-2.68288, 0.10435, -3.48878], [-2.84338, -1.61341, -3.66219], [-0.75114, -2.03324, -2.46645], [-0.28730, -0.32801, -2.55405], [-2.37826, 0.08240, -1.11501], [-2.43672, -1.67278, -0.77686], [0.20042, -0.83443, -0.41492], [-0.75507, 0.37184, 0.29060], [-0.39147, -2.57605, 1.02300], [-2.30885, -3.47597, 1.13544], [-3.83936, -3.51018, 2.10198], [-3.74175, -2.62881, 0.51673], [-5.52694, -0.06844, 3.09829], [-5.27610, -1.13383, 1.66192], [-5.57068, -1.84626, 3.27355], [-4.55565, 1.36462, 4.18941], [-2.91242, 3.07030, 5.09926], [-0.46922, 2.68681, 4.87666], [0.40081, 0.56729, 3.82711], [0.76110, -3.68355, 3.09875], [2.52115, -3.93655, 3.09298], [1.74518, -3.13089, 4.50051], [4.83007, -0.75463, 3.90149], [3.76965, -1.65019, 4.98919], [4.54974, -2.48337, 3.60474], [4.68068, 1.13602, 3.12267], [3.87798, 3.28354, 2.04974], [1.75720, 3.32254, 0.77182], [0.32593, 1.37587, 0.58932]],
  "e_above_lowest_ev": 0.6327,
  "charge": 1,
  "e_homo_ha": -0.384,
  "orbital_gap_ev": 8.268,
  "spin_multiplicity": 1,
  "energy_ha": -1135.861170
}



[3]
{
  "formula": "C8H13FNO2S3",
  "method": "ωB97M-V/def2-TZVPD",
  "elements": ["F", "S", "C", "C", "O", "O", "H", "H", "H", "C", "C", "C", "N", "C", "S", "S", "C", "C", "H", "H", "H", "H", "H", "H", "H", "H", "H", "H"],
  "coordinates": [[-0.70176, 2.36475, 0.51926], [-0.61678, 0.93050, -0.26831], [-0.61672, -0.12095, 1.14201], [-0.45933, -1.44400, 1.02553], [-1.84212, 0.84385, -1.00543], [0.65489, 0.94689, -0.92974], [-0.76312, 0.43008, 2.07546], [-0.49592, -2.06675, 1.91810], [-0.30352, -1.92307, 0.06066], [-3.26449, -8.18840, -2.54107], [-2.46790, -6.88316, -2.51108], [-2.12391, -6.43175, -1.09287], [-3.33088, -6.40018, -0.27155], [-3.42575, -5.49299, 0.77532], [-2.56236, -4.05907, 0.76012], [-4.42227, -5.81336, 2.09617], [-3.91861, -7.72541, -0.13253], [-4.38457, -8.22750, -1.49896], [-3.69368, -8.32079, -3.54038], [-2.58417, -9.03145, -2.37268], [-1.53667, -6.99755, -3.07600], [-3.04186, -6.08821, -2.99882], [-1.40773, -7.14973, -0.65314], [-1.66394, -5.43422, -1.09938], [-3.15872, -8.42690, 0.25795], [-4.76469, -7.69410, 0.56744], [-5.22227, -7.60757, -1.83880], [-4.76568, -9.25055, -1.39602]],
  "e_above_lowest_ev": 0.0462,
  "charge": -1,
  "e_homo_ha": -0.116,
  "orbital_gap_ev": 5.969,
  "spin_multiplicity": 1,
  "energy_ha": -1812.331194
}



[4]
{
  "formula": "C34H76N6O17",
  "method": "ωB97M-V/def2-TZVPD",
  "elements": ["N", "H", "H", "H", "H", "N", "H", "H", "H", "H", "C", "C", "N", "C", "C", "N", "C", "C", "H", "H", "H", "H", "H", "H", "H", "H", "H", "H", "H", "C", "C", "N", "C", "C", "N", "C", "C", "H", "H", "H", "H", "H", "H", "H", "H", "H", "H", "H", "C", "C", "C", "O", "C", "C", "C", "O", "O", "O", "H", "H", "C", "C", "C", "O", "C", "H", "H", "H", "H", "H", "H", "H", "H", "C", "C", "O", "O", "H", "H", "H", "H", "H", "H", "C", "C", "O", "O", "H", "H", "H", "H", "H", "H", "C", "C", "O", "O", "H", "H", "H", "H", "H", "H", "C", "C", "O", "O", "H", "H", "H", "H", "H", "H", "C", "C", "O", "O", "H", "H", "H", "H", "H", "H", "C", "C", "O", "O", "H", "H", "H", "H", "H", "H"],
  "coordinates": [[-3.39704, -2.38457, 2.68663], [-3.26987, -1.44148, 2.28475], [-3.19970, -2.40482, 3.68199], [-2.83626, -3.05666, 2.13074], [-4.38838, -2.60423, 2.59192], [-3.94190, 2.11521, 3.51411], [-3.46717, 1.31032, 3.02163], [-3.25134, 2.57882, 4.09865], [-4.73350, 1.70510, 4.00672], [-4.30182, 2.71334, 2.77336], [3.12107, -3.28027, 1.10566], [3.16296, -1.93998, 1.82647], [2.07101, -1.63117, 2.81676], [1.74959, -2.45343, 3.87528], [0.92882, -1.78602, 4.74354], [0.68297, -0.54655, 4.12246], [1.48726, -0.46772, 3.04981], [-0.06170, 0.60652, 4.68482], [3.60897, -3.32354, 0.13531], [2.09257, -3.63697, 1.06696], [3.61570, -4.08923, 1.65044], [3.04770, -1.10322, 1.13812], [4.06381, -1.79053, 2.41857], [2.20303, -3.42118, 4.01469], [0.43506, -2.03388, 5.66638], [1.58603, 0.39438, 2.40610], [0.67266, 1.40962, 4.75552], [-0.40202, 0.37405, 5.68947], [-0.83773, 0.95710, 4.00826], [0.10468, 4.87472, -2.82211], [-0.12729, 3.95646, -1.64812], [-1.12811, 2.91974, -1.88105], [-1.06296, 1.92764, -2.83684], [-2.19982, 1.21314, -2.74999], [-2.99330, 1.73294, -1.75570], [-2.31208, 2.80095, -1.26596], [-4.21605, 1.14531, -1.23742], [1.01780, 5.45819, -2.69774], [-0.69753, 5.61479, -2.85400], [0.20713, 4.44230, -3.81712], [-0.35184, 4.52601, -0.74470], [0.76996, 3.41611, -1.33017], [-0.22915, 1.77979, -3.50445], [-2.50800, 0.30087, -3.23600], [-2.76733, 3.50989, -0.59383], [-4.31106, 1.36678, -0.17865], [-4.29280, 0.08520, -1.46728], [-5.04329, 1.60623, -1.78128], [0.09567, 1.89492, 0.62839], [0.50402, 0.94547, -0.33342], [-0.35621, -0.27632, -0.54676], [-0.13234, -1.12990, -1.45214], [-1.48427, -0.48325, 0.23330], [-1.80740, 0.37663, 1.29224], [-1.03041, 1.71896, 1.40664], [-1.49939, 2.59113, 2.18549], [-2.75681, 0.12866, 2.07603], [1.55746, 1.18428, -0.95227], [0.62112, 2.83501, 0.68750], [-2.11216, -1.34376, 0.04973], [4.61219, 3.25238, 2.80654], [5.85493, 2.50866, 2.39097], [5.35382, 1.06367, 2.23566], [3.94738, 1.07547, 2.12838], [3.51221, 2.45803, 2.06952], [4.55793, 4.33245, 2.68249], [4.47500, 3.13139, 3.88559], [6.65691, 2.49350, 3.12743], [6.26014, 2.83999, 1.43451], [5.56500, 0.47662, 3.13850], [5.90712, 0.55819, 1.43824], [2.56035, 2.40416, 2.59779], [3.42366, 2.71463, 1.01201], [-0.01396, -5.19958, 0.16519], [-0.72145, -4.00692, 0.78650], [-1.70833, -4.35097, 1.76188], [0.81501, -5.85107, 1.14196], [0.56034, -4.88498, -0.70804], [-0.79166, -5.92681, -0.08982], [-1.21402, -3.51085, -0.04885], [0.04482, -3.38498, 1.25479], [-1.26631, -4.86329, 2.45194], [1.11246, -6.65007, 0.69281], [1.42905, 2.04555, -4.43080], [2.88154, 2.34249, -4.13543], [3.12060, 2.80781, -2.81698], [0.92852, 0.89553, -3.78271], [1.23973, 1.97706, -5.50284], [0.85132, 2.92579, -4.11000], [3.15055, 3.17433, -4.79049], [3.49483, 1.49455, -4.45540], [2.78525, 2.14470, -2.19876], [1.20562, 0.84310, -2.85632], [2.89487, -1.74494, -4.33224], [3.22080, -1.86002, -2.84303], [2.24900, -2.70565, -2.20841], [3.26236, -2.95654, -5.01951], [3.56783, -0.97505, -4.73264], [1.88753, -1.45483, -4.62581], [3.24863, -0.86083, -2.40264], [4.19787, -2.33288, -2.75703], [1.49408, -2.12256, -2.03437], [3.27773, -2.76517, -5.96029], [-1.90468, -2.97066, -3.16912], [-1.28486, -2.26049, -4.35723], [-0.00423, -1.69700, -4.19811], [-2.49123, -2.02695, -2.26773], [-1.16130, -3.53802, -2.59756], [-2.66257, -3.69673, -3.45721], [-2.02000, -1.52260, -4.70427], [-1.21992, -2.93680, -5.21211], [0.12803, -1.33951, -3.30815], [-1.76663, -1.63699, -1.75976], [0.30745, 5.75991, 2.54267], [-1.19053, 5.94698, 2.26588], [-1.71385, 5.09646, 1.24122], [0.60192, 4.44174, 2.96809], [0.76555, 6.49047, 3.20774], [0.78499, 5.96051, 1.57394], [-1.49795, 6.96833, 2.04724], [-1.72916, 5.68929, 3.18872], [-1.73686, 4.18788, 1.60260], [-0.11087, 3.84613, 2.70233], [-5.24534, -4.88565, -0.97622], [-4.23526, -4.32484, 0.01529], [-4.14155, -2.90133, 0.00518], [-4.92003, -4.55223, -2.32208], [-6.20638, -4.40417, -0.80255], [-5.28750, -5.96397, -0.81094], [-3.26268, -4.80925, -0.12032], [-4.53206, -4.64181, 1.01953], [-3.93835, -2.69919, -0.94586], [-4.11441, -5.01944, -2.56895]],
  "charge": 2,
  "e_homo_ha": -0.465,
  "orbital_gap_ev": 6.918,
  "spin_multiplicity": 1,
  "energy_ha": -2948.093888
}



[5]
{
  "formula": "C4H13N5",
  "method": "ωB97M-V/def2-TZVPD",
  "elements": ["C", "C", "C", "N", "N", "H", "H", "H", "H", "H", "H", "H", "H", "C", "N", "N", "N", "H", "H", "H", "H", "H"],
  "coordinates": [[0.32278, 1.43664, 0.17843], [1.25737, 1.07868, 1.33125], [-0.99654, 0.69814, 0.16576], [-1.68328, 0.65229, 1.34950], [-1.61288, 0.64797, -1.00355], [-1.21795, 0.92943, 2.19607], [-2.67081, 0.45696, 1.33012], [-2.57821, 0.33693, -0.94397], [0.08014, 2.50449, 0.20895], [0.81811, 1.23195, -0.77065], [1.51043, 0.02051, 1.30169], [0.84759, 1.35031, 2.30561], [2.19676, 1.61489, 1.20913], [0.67552, -1.56927, -1.16948], [-0.14399, -1.54220, 0.02504], [0.00811, -1.04203, -2.21721], [1.94522, -1.74937, -1.11970], [-0.87063, -0.19049, -1.84274], [-1.07088, -1.90997, -0.15217], [0.27068, -2.00266, 0.82288], [0.64708, -0.82056, -2.96950], [2.26539, -2.13263, -0.23544]],
  "e_above_lowest_ev": 0.0567,
  "charge": 0,
  "e_homo_ha": -0.291,
  "orbital_gap_ev": 8.510,
  "spin_multiplicity": 1,
  "energy_ha": -433.968082
}



[6]
{
  "formula": "C7H12O",
  "method": "ωB97M-V/def2-TZVPD",
  "elements": ["C", "C", "C", "C", "C", "C", "C", "H", "H", "H", "H", "H", "H", "H", "H", "H", "H", "O", "H", "H"],
  "coordinates": [[1.99739, 1.92952, 0.81755], [1.34877, 0.85840, 1.25817], [1.14232, -0.47000, 0.66105], [0.26992, -0.70973, -0.32028], [-0.07169, -2.15739, -0.70879], [-1.48253, -2.19008, -1.24843], [-2.53881, -2.05635, -0.46251], [2.56778, 2.00673, -0.10294], [1.94051, 2.86847, 1.34798], [0.86493, 0.95943, 2.22762], [1.57673, -1.34603, 1.13384], [-0.34994, 0.03818, -0.79737], [-0.04259, -2.80745, 0.16260], [0.70359, -2.40172, -1.43650], [-1.60203, -2.22705, -2.32578], [-3.57781, -1.96790, -0.74712], [-2.46331, -2.00578, 0.62320], [-0.35820, 4.06460, 0.17901], [-0.49524, 3.63294, -0.66296], [0.57019, 3.98119, 0.40165]],
  "e_above_lowest_ev": 2.2015,
  "charge": 0,
  "e_homo_ha": -0.344,
  "orbital_gap_ev": 10.340,
  "spin_multiplicity": 1,
  "energy_ha": -349.067742
}